The following is a DFT calculation (the ωB97M-V functional and the def2-TZVPD basis) of a molecular structure, C11H14BN7PtS.

Structure (XYZ):
```
35
Properties=species:S:1:pos:R:3
C -0.55 -3.09 -0.69
N -0.44 -1.74 -0.44
N -1.07 -0.99 -1.38
C -1.61 -1.84 -2.24
C -1.32 -3.15 -1.84
B -1.03 0.58 -1.38
N -1.46 1.15 -0.01
N -0.93 0.66 1.15
C -1.50 1.35 2.20
C -2.40 2.27 1.67
C -2.36 2.12 0.28
Pt 0.46 -0.76 1.07
N 0.38 1.12 -1.76
N 1.50 0.83 -1.02
C 2.53 1.39 -1.67
C 2.08 2.05 -2.85
C 0.70 1.85 -2.86
H 3.55 1.32 -1.31
H -0.08 2.16 -3.53
H 2.65 2.58 -3.58
H -1.81 0.92 -2.20
H -2.88 2.60 -0.53
H -2.15 -1.42 -3.03
H -3.03 2.97 2.19
H -1.61 -4.02 -2.33
H -1.25 1.16 3.23
H -0.10 -3.81 -0.03
H 1.82 0.53 1.15
C 1.69 0.23 2.22
H 1.16 0.94 2.90
H 0.95 -1.06 2.78
H 2.64 -0.29 2.59
S 2.38 -3.61 4.84
C 1.80 -2.75 3.68
N 1.28 -2.23 2.73
```

electronic energy: -1351.227878 Eh
energy relative to the best compared isomer or geometry (same formula, charge and spin): 74.3 kJ/mol
E_LUMO (spin up / spin down): -14.2 / -17.5 eV
charge: +4
expectation value of S²: 6.076
E_HOMO (spin up / spin down): -22.9 / -22.6 eV
2S+1: 5